# C45H62N2O16

A 8-piece molecular cluster, C45H62N2O16 overall in a non-equilibrium geometry (ωB97M-V with the def2-TZVPD basis set, the OMol25 dataset).

Summary:
- Kohn-Sham gap (eV) = 8.59
- HOMO (eV) = -8.7
- strongest force on any atom (eV/A) = 3.28
- SMILES = CC(=O)OCCC[C@@H](C#N)[C@@H](C#N)Cc1cccc(C)c1.O=C1CCCO1.O=C1CCCO1.O=C1CCCO1.O=C1CCCO1.O=C1CCCO1.O=C1CCCO1.O=C1CCCO1

Last column: Mulliken charge in e.
Element x y z (Å)
C -2.54167 0.82006 -2.28668  -0.2726
C -1.07556 1.35134 -2.37075  0.5786
O -0.89724 2.53578 -2.17515  -0.5779
O 0.05829 0.57495 -2.60038  -0.3513
C -0.11407 -0.39690 -3.64400  -0.8436
C 0.17776 0.18762 -5.10351  0.1896
C 0.22661 -1.08302 -6.05944  -1.1244
C 0.93125 -0.83050 -7.44980  0.1398
C 0.56955 0.54108 -8.08285  -0.0790
N 0.55167 1.56247 -8.60707  -0.5186
C 2.50005 -1.10062 -7.41468  0.4339
C 3.08957 -1.15902 -8.84819  -0.0857
N 3.64689 -1.42438 -9.81304  -0.5421
C 3.27703 -0.03895 -6.51310  -0.8569
C 4.69540 0.31369 -7.09251  0.3204
C 5.87745 -0.51361 -6.77773  -0.4824
C 7.15933 -0.05268 -7.34462  -0.5913
C 7.26901 1.14491 -8.19543  -0.5487
C 6.06238 1.93401 -8.48735  0.6381
C 6.08891 3.19771 -9.41110  -1.2799
C 4.76665 1.52441 -7.93668  -0.3049
H -3.30792 1.63249 -2.28107  0.1812
H -2.79405 0.12841 -3.14329  0.3250
H -2.67977 0.21220 -1.35735  -0.1604
H 0.69267 -1.17726 -3.48141  0.3803
H -1.08564 -0.95505 -3.62495  0.2163
H 1.12911 0.77571 -5.09561  0.1457
H -0.71518 0.83330 -5.36100  0.3077
H -0.83451 -1.42561 -6.21965  0.3948
H 0.83380 -1.86011 -5.51001  0.3422
H 0.51664 -1.60743 -8.16273  0.6089
H 2.61033 -2.10620 -6.90856  0.5632
H 2.69296 0.92662 -6.52373  0.1951
H 3.40473 -0.43561 -5.47094  0.2779
H 5.79598 -1.42444 -6.12727  0.3634
H 8.09705 -0.63624 -7.14657  0.3023
H 8.26166 1.44765 -8.61478  0.3629
H 6.74760 2.93691 -10.29517  0.3341
H 5.04705 3.37079 -9.80015  0.3409
H 6.54486 4.10286 -8.93608  0.2755
H 3.83524 2.11099 -8.14340  0.2823
O 6.64472 4.03507 -5.08337  -0.5983
C 6.05058 3.36674 -4.28687  0.4228
C 6.36275 3.25608 -2.81403  -0.3851
C 5.57969 2.01939 -2.41400  -0.6490
C 4.42486 2.03657 -3.39382  -0.0542
O 4.95312 2.62247 -4.59160  -0.2213
H 5.99907 4.15128 -2.30561  0.2551
H 7.43083 3.12830 -2.64900  0.2972
H 5.25984 2.01898 -1.37154  0.3468
H 6.19221 1.12851 -2.57845  0.3093
H 3.59117 2.65162 -3.04362  0.2372
H 4.05679 1.03287 -3.60939  0.0574
O -4.66963 -0.90354 -1.75381  -0.5703
C -4.73512 -1.43719 -0.67850  0.5480
C -3.59981 -2.12121 0.04357  -0.2609
C -4.33060 -2.91859 1.10371  -0.4111
C -5.56647 -2.08102 1.34690  -0.3344
O -5.85870 -1.46632 0.08102  -0.3706
H -2.94824 -1.36206 0.48372  0.1425
H -3.03869 -2.76694 -0.63031  0.3239
H -3.74268 -3.09011 2.00550  0.1294
H -4.61652 -3.89309 0.69738  0.3432
H -5.39599 -1.29379 2.08558  0.2135
H -6.41555 -2.68566 1.66569  0.3205
O -2.34002 -0.68811 2.88229  -0.6756
C -2.41793 -1.21860 3.95916  0.4626
C -1.29186 -1.90458 4.69326  0.4138
C -2.03573 -2.69887 5.74980  -0.6108
C -3.27157 -1.85455 5.97891  -0.0397
O -3.54976 -1.24061 4.70614  -0.4440
H -0.64149 -1.14630 5.13618  0.0813
H -0.72800 -2.55253 4.02723  -0.2109
H -1.45807 -2.87137 6.65842  0.3736
H -2.32043 -3.67326 5.34234  0.3275
H -3.10568 -1.06949 6.71608  0.2113
H -4.12570 -2.45632 6.29054  0.2364
O -3.82149 -1.01431 8.46015  -0.5503
C -4.56937 -1.68158 9.12313  0.4553
C -4.31189 -3.08930 9.60220  -0.2821
C -5.69962 -3.54252 10.01849  -0.5583
C -6.35471 -2.24031 10.42782  -0.4558
O -5.76554 -1.24017 9.58286  -0.3520
H -3.62218 -3.05614 10.44809  0.3214
H -3.90818 -3.70789 8.80214  0.1970
H -5.69902 -4.29181 10.81008  0.3293
H -6.22163 -3.96521 9.15585  0.2650
H -6.14936 -1.98054 11.46963  0.2707
H -7.43347 -2.25850 10.27545  0.3243
O -5.16978 6.75166 0.60198  -0.5733
C -4.61233 6.07554 -0.21654  0.4553
C -3.48665 5.10526 0.05058  -0.4035
C -2.93824 4.85990 -1.34372  0.0924
C -4.16115 5.06163 -2.21255  -0.4339
O -4.94851 6.05232 -1.53390  -0.3644
H -3.89894 4.19552 0.49252  0.2477
H -2.73834 5.54549 0.70685  0.3062
H -2.47718 3.88034 -1.46900  -0.1268
H -2.18645 5.61775 -1.58040  0.2556
H -4.75772 4.14967 -2.30965  0.2627
H -3.90155 5.42029 -3.20855  0.3323
O 0.61986 -4.50807 4.44534  -0.5749
C 1.38875 -4.20739 3.57503  0.5727
C 2.86697 -4.50828 3.55303  -0.4513
C 3.36570 -3.57642 2.46259  -0.5160
C 2.15562 -3.45808 1.55961  -0.4044
O 1.02177 -3.57027 2.43222  -0.3442
H 3.01194 -5.55828 3.29066  0.2657
H 3.32588 -4.28624 4.51454  0.2967
H 4.25438 -3.93942 1.94602  0.3355
H 3.60278 -2.60058 2.89449  0.2769
H 2.10730 -4.26293 0.82096  0.2707
H 2.12374 -2.50055 1.04002  0.2991
O 2.30305 0.76035 7.28587  -0.5971
C 1.13213 0.99910 7.38178  0.5068
C 0.42718 2.21812 6.83697  -0.4385
C -0.89767 2.17929 7.57812  -0.6225
C -1.08892 0.69711 7.82181  0.4352
O 0.23644 0.16519 7.97428  -0.3997
H 0.29509 2.10022 5.75924  0.2404
H 0.98689 3.12493 7.05794  0.3407
H -1.72213 2.63503 7.02955  0.3456
H -0.79925 2.70232 8.53315  0.3090
H -1.56948 0.19664 6.97862  -0.5931
H -1.66800 0.50240 8.72325  0.3346